[1]
66
Properties=species:S:1:pos:R:3:lowdin_charge:R:1 method="wB97M-V/def2-TZVPD" spin_multiplicity=1 homo_energy_ev="-16.2 / -16.2" gap_ha="0.1126 / 0.1115" lumo_energy_ev="-13.13 / -13.15" charge=+3
Pt 0.3549 -0.1558 -2.1188 0.87
C 2.6418 -1.9915 -2.5127 -0.07
C 1.7208 -2.8622 -3.0966 -0.07
C 0.7784 -2.3818 -4.0030 -0.04
C 0.7723 -1.0272 -4.3547 -0.12
C 1.7503 -0.1465 -3.8305 -0.21
C 2.6748 -0.6409 -2.8738 -0.14
H 3.3912 -2.3757 -1.8355 0.12
H 1.7663 -3.9198 -2.8798 0.13
H 0.1001 -3.0669 -4.4902 0.13
H 0.1291 -0.6894 -5.1584 0.13
H 1.8925 0.8350 -4.2802 0.13
H 3.4854 -0.0126 -2.5249 0.12
C 2.2765 2.3816 -0.6453 -0.07
C 1.0736 3.1349 -0.2117 -0.26
C 1.1393 4.5280 -0.1116 -0.01
C 0.0511 5.2653 0.3078 -0.01
C -1.1350 4.6235 0.6620 -0.03
C -1.2318 3.2440 0.5591 -0.08
C -0.1436 2.4959 0.1075 -0.31
P -0.4008 0.7116 -0.1185 1.04
C 0.0759 -0.1306 1.4984 -0.46
C -0.1663 0.6443 2.7250 0.26
C -0.3240 -0.2846 3.8301 -0.10
C 0.2332 -2.4503 3.7619 -0.12
C 0.7581 -3.1714 2.5816 0.04
C 0.2231 -2.6869 1.4373 -0.22
C 0.3995 -3.1651 0.0542 -0.01
C -2.1740 0.4943 -0.4551 -0.33
C -3.1964 0.2133 0.4375 -0.09
C -4.4640 -0.0894 -0.0532 -0.03
C -4.7066 -0.1171 -1.4262 -0.02
C -3.6965 0.1720 -2.3262 0.01
C -2.4206 0.4976 -1.8605 -0.30
C -1.3324 0.9219 -2.7422 -0.16
H 2.4388 2.5275 -1.7171 0.10
H 2.1869 1.3131 -0.4219 0.01
H 3.1613 2.7854 -0.1516 0.10
H 2.0657 5.0189 -0.3685 0.13
H 0.1241 6.3396 0.3627 0.13
H -1.9811 5.2010 1.0041 0.12
H -2.1591 2.7563 0.8201 0.10
H -0.0283 1.7055 2.8121 0.16
H -0.7951 0.1179 4.7226 0.18
H 0.0475 -3.0913 4.6206 0.18
H 1.4251 -4.0130 2.6544 0.14
H 1.3431 -3.6893 -0.0615 0.10
H 0.3244 -2.3282 -0.6663 0.04
H -0.4005 -3.8703 -0.1837 0.12
H -3.0292 0.2405 1.5061 0.11
H -5.2668 -0.3092 0.6328 0.12
H -5.6946 -0.3476 -1.7928 0.13
H -3.8995 0.1881 -3.3854 0.13
H -1.0229 1.9614 -2.5678 0.09
H -1.5389 0.7514 -3.8004 0.09
Br 3.8275 -1.2187 4.4071 1.13
C 2.2356 -0.8780 3.4511 -0.42
C 0.9760 -1.1155 4.1991 -0.14
C -0.9123 -1.5787 3.2356 -0.10
C -0.6608 -1.5162 1.7220 -0.13
N 1.4750 -0.2389 1.2147 0.16
C 2.3783 -0.5337 2.0936 -0.11
H 1.1713 -1.0857 5.2701 0.15
H -1.9226 -1.8547 3.5141 0.18
H -1.5619 -1.5266 1.1058 0.14
H 3.3948 -0.5077 1.7127 0.14

[2]
74
Properties=species:S:1:pos:R:3:lowdin_charge:R:1 method="wB97M-V/def2-TZVPD" spin_multiplicity=1 homo_energy_ev=-7.4 gap_ha=0.2680 lumo_energy_ev=-0.06
Co 1.1788 0.4699 -0.1223 0.61
O 0.4258 -0.3717 1.3854 -0.07
C 0.7656 -1.5658 1.7328 -0.35
C 0.7045 -1.9308 3.1014 -0.02
C 1.0059 -3.2045 3.5134 -0.09
C 1.3799 -4.2046 2.6006 -0.10
C 1.4374 -3.8827 1.2673 -0.08
C 1.1558 -2.5827 0.8133 -0.19
C 1.2206 -2.3219 -0.5952 -0.08
N 1.1353 -1.1586 -1.1184 -0.01
C 1.2257 -0.9272 -2.5498 -0.14
C 2.1671 0.2588 -2.7553 -0.14
N 1.8551 1.2477 -1.7378 -0.02
C 1.5864 2.4659 -2.0463 -0.04
C 1.2295 3.4857 -1.1134 -0.14
C 0.9317 4.7704 -1.6023 -0.04
C 0.6443 5.8055 -0.7508 -0.10
C 0.6626 5.5640 0.6319 -0.08
C 0.9364 4.3200 1.1412 -0.01
C 1.2035 3.2276 0.2844 -0.32
O 1.4803 2.0725 0.7999 -0.08
H 0.4008 -1.1656 3.8041 0.12
H 0.9467 -3.4452 4.5686 0.11
H 1.6025 -5.2064 2.9406 0.10
H 1.7000 -4.6406 0.5360 0.12
H 1.3563 -3.1828 -1.2551 0.15
H 0.2353 -0.6738 -2.9341 0.10
H 1.5841 -1.8197 -3.0695 0.13
H 2.0574 0.6788 -3.7580 0.13
H 3.2025 -0.0735 -2.6339 0.11
H 1.6594 2.7608 -3.0949 0.14
H 0.9276 4.9279 -2.6752 0.11
H 0.4039 6.7875 -1.1336 0.10
H 0.4415 6.3757 1.3150 0.10
H 0.9328 4.1314 2.2070 0.12
C 5.2900 -0.7761 -0.3599 -0.24
S 4.3729 -0.0208 0.9820 0.95
C 4.5746 -1.3306 2.1820 -0.23
O 2.9386 -0.1452 0.5933 -0.53
H 6.3347 -0.8840 -0.0704 0.06
H 5.2128 -0.1079 -1.2155 0.05
H 4.8416 -1.7432 -0.5873 0.06
H 5.6332 -1.4395 2.4162 0.06
H 4.1503 -2.2493 1.7755 0.06
H 4.0209 -1.0334 3.0705 0.06
Cl -2.7911 3.2248 0.6846 0.75
C -4.0467 2.1968 0.0697 -0.57
C -5.0936 2.7836 -0.6093 -0.11
C -6.1126 1.9979 -1.1230 -0.09
C -6.0739 0.6320 -0.9175 -0.12
C -5.0259 0.0553 -0.2184 -0.57
Cl -5.1236 -1.6605 0.0735 0.75
C -3.9508 0.8072 0.2726 -0.30
N -2.8868 0.2768 0.9720 0.10
C -2.3356 -1.0174 0.7506 -0.27
C -2.1975 -1.8661 1.8407 -0.03
C -1.6610 -3.1346 1.6915 -0.08
C -1.2617 -3.5599 0.4325 -0.10
C -1.3773 -2.6970 -0.6469 -0.06
C -1.8973 -1.4122 -0.5093 -0.17
C -2.0060 -0.5193 -1.7109 -0.04
C -1.4063 0.8774 -1.5685 -0.62
O -1.7922 1.7763 -2.2981 0.07
O -0.4938 0.9979 -0.6702 -0.09
H -5.0913 3.8563 -0.7429 0.10
H -6.9305 2.4471 -1.6686 0.10
H -6.8644 -0.0096 -1.2814 0.10
H -2.2006 0.9597 1.2686 0.09
H -2.5437 -1.5186 2.8056 0.13
H -1.5644 -3.7879 2.5491 0.11
H -0.8502 -4.5519 0.2941 0.11
H -1.0554 -3.0240 -1.6305 0.12
H -3.0363 -0.3902 -2.0504 0.13
H -1.4825 -1.0015 -2.5428 0.10

[3]
73
Properties=species:S:1:pos:R:3:lowdin_charge:R:1 method="wB97M-V/def2-TZVPD" spin_multiplicity=1 homo_energy_ev=-5.3 gap_ha=0.1037 lumo_energy_ev=-2.51 de_lowest_kj_mol=59.2
C -2.7214 0.7310 -3.8009 -0.07
C -1.3104 1.1758 -3.5158 -0.25
O -0.5573 0.0862 -2.9536 -0.10
C 0.7598 0.4440 -2.7611 -0.53
C 1.6228 -0.6826 -2.4969 -0.08
C 2.9802 -0.6265 -2.8505 -0.26
C 3.7618 0.5734 -2.7805 -0.07
C 5.1164 0.5331 -3.1035 -0.72
Cl 6.0364 1.9721 -2.9898 0.65
C 5.7320 -0.6485 -3.5577 -0.15
C 4.9461 -1.7983 -3.7045 -0.12
C 3.6219 -1.8086 -3.3152 -0.07
O 1.0818 1.6374 -2.8060 -0.01
H -3.2141 1.5358 -4.3568 0.08
H -2.7342 -0.1806 -4.4102 0.08
H -3.2982 0.5602 -2.8806 0.06
H -0.8056 1.4782 -4.4433 0.13
H -1.2759 2.0188 -2.8157 0.11
H 1.1397 -1.6398 -2.3769 0.07
H 3.2885 1.5007 -2.4724 0.09
H 6.7790 -0.6239 -3.8459 0.08
H 5.3936 -2.6927 -4.1262 0.09
H 3.0109 -2.7091 -3.3847 0.10
C -4.2445 -1.2026 -0.1760 0.00
N -3.1043 -0.4565 0.3090 -0.02
C -3.1710 0.8956 0.4347 -0.38
O -4.1171 1.6178 0.1183 0.09
C -1.8338 1.3634 1.0162 -0.14
C -2.0171 1.8362 2.4528 -0.05
C -2.9896 2.9665 2.5681 -0.09
C -4.2641 2.7615 3.0942 -0.14
F -4.5838 1.5405 3.6041 0.09
C -5.2207 3.7684 3.1195 -0.11
F -6.4421 3.5420 3.6427 0.12
C -4.8802 5.0354 2.6376 -0.10
F -5.7887 6.0282 2.6758 0.12
C -3.5950 5.2875 2.1509 -0.11
F -3.2576 6.5238 1.7318 0.12
C -2.6683 4.2492 2.1262 -0.13
F -1.4047 4.5005 1.6847 0.10
N -0.9911 0.1678 0.9003 0.07
C 0.3452 0.2000 1.1128 0.04
C 1.2178 -0.8869 1.1237 -0.06
C 2.6082 -0.7727 1.1145 0.07
C 3.4796 -1.8241 1.5987 -0.20
C 4.7598 -1.5344 2.1591 -0.01
C 5.6007 -2.5589 2.5929 -0.06
C 5.2199 -3.9022 2.4350 -0.06
C 3.9486 -4.2073 1.9317 -0.07
C 3.0847 -3.1923 1.5255 -0.01
C -1.8006 -1.0459 0.6559 -0.44
C -1.9426 -1.8636 1.9480 0.02
C -1.2761 -1.8375 -0.5294 0.02
H -5.1458 -0.5892 -0.0730 0.10
H -4.1091 -1.4752 -1.2318 0.10
H -4.3944 -2.1262 0.3923 0.09
H -1.4485 2.1817 0.3864 0.18
H -2.3851 0.9949 3.0524 0.12
H -1.0466 2.1461 2.8607 0.14
H 0.7766 1.1931 1.2762 0.16
H 0.7924 -1.8895 1.1922 0.08
H 3.0746 0.1844 0.8580 0.14
H 5.0486 -0.4829 2.2672 0.12
H 6.5685 -2.3185 3.0382 0.11
H 5.9002 -4.7051 2.7257 0.11
H 3.6323 -5.2472 1.8327 0.11
H 2.0992 -3.4396 1.1180 0.11
H -2.4982 -1.2766 2.6913 0.09
H -2.4883 -2.7916 1.7488 0.09
H -0.9696 -2.1199 2.3745 0.08
H -1.2186 -1.1708 -1.3983 0.09
H -0.2763 -2.2285 -0.3489 0.07
H -1.9373 -2.6750 -0.7729 0.10

| no. | E_tot (eV) |
| --- | --- |
| 1 | -117706.30553 |
| 2 | -121886.29284 |
| 3 | -68900.25408 |